# 1
The following is a DFT calculation (the ωB97M-V functional and the def2-TZVPD basis) of a molecular structure, Cl2H2N2S2 in a non-equilibrium geometry.

The geometry in ORCA input format:
```
! RIJCOSX wB97M-V def2-TZVPD def2/J DEFGRID3
* xyz 0 1
N -0.08489 -1.21969 -0.76375
N -1.10076 0.48473 0.54670
S 1.16342 -0.42259 -1.30898
S -0.24550 1.67984 -0.06528
Cl 0.17506 -2.20616 0.59966
Cl -2.71295 0.49342 0.27056
H 1.92616 -0.55198 -0.12485
H 0.87946 1.74243 0.84592
*
```

The calculation puts the HOMO-LUMO gap (spin up / spin down) at 7.618 / 7.599 eV. The energy relative to the best compared isomer or geometry (same formula, charge and spin) comes out at 3.172 eV.

=====

# 2
The following is a DFT calculation (the ωB97M-V functional and the def2-TZVPD basis) of 2 unconnected molecules or ions with the total composition C6H14BrN in a non-equilibrium geometry.

The geometry in ORCA input format:
```
! RIJCOSX wB97M-V def2-TZVPD def2/J DEFGRID3
* xyz 0 1
C -2.05428 0.85953 0.96378
C -2.41856 -1.03326 -0.73589
C 2.59931 -0.91236 -0.54649
C 1.79077 1.25846 0.42415
C -1.69389 0.18467 -0.30505
C 1.40971 0.05620 -0.44152
N 0.28410 -0.73002 -0.03595
Br 0.28388 -1.25553 1.72605
H -1.31291 1.60544 1.24295
H -3.00868 1.37790 0.83294
H -2.17063 0.14991 1.77964
H -3.42003 -0.75592 -1.07760
H -2.51581 -1.74324 0.08073
H -1.89827 -1.50979 -1.56210
H 2.85612 -1.28816 0.44316
H 2.33216 -1.75779 -1.17864
H 3.46740 -0.40925 -0.96595
H 2.09544 0.92378 1.41605
H 0.95504 1.94713 0.52591
H 2.62415 1.78712 -0.03345
H -1.35860 0.83815 -1.10120
H 1.15360 0.40703 -1.45151
*
```

The calculation puts the HOMO-LUMO gap at 8.435 eV. The energy relative to the best compared isomer or geometry (same formula, charge and spin) comes out at 0.362 eV.

=====

# 3
The following is a DFT calculation (the ωB97M-V functional and the def2-TZVPD basis) of a single C3H2BrF3O molecule in a non-equilibrium geometry.

The geometry in ORCA input format:
```
! RIJCOSX wB97M-V def2-TZVPD def2/J DEFGRID3
* xyz 0 1
C -0.32199 0.63160 0.22543
C 0.99806 0.87035 -0.51975
C -0.52618 -1.56938 0.05565
O -0.35998 -0.56246 0.92137
F 1.06558 2.14043 -1.09762
F -1.32672 -1.40737 -1.00754
F -0.59250 -2.78068 0.57223
Br 2.65407 0.57709 0.48536
H -0.46007 1.33435 1.06109
H -1.13027 0.76606 -0.69620
*
```

The calculation puts the HOMO-LUMO gap (spin up / spin down) at 9.689 / 7.402 eV. The energy relative to the best compared isomer or geometry (same formula, charge and spin) comes out at 3.715 eV.

=====

# 4
The following is a DFT calculation (the ωB97M-V functional and the def2-TZVPD basis) of a single C16H19N3O3S2 molecule in a non-equilibrium geometry.

The geometry in ORCA input format:
```
! RIJCOSX wB97M-V def2-TZVPD def2/J DEFGRID3
* xyz 0 1
C -2.96616 2.80646 3.93667
C -2.80153 2.34404 2.59309
C -2.91432 3.04475 1.55404
S -2.44100 2.12234 -0.00329
C -2.18653 0.70239 0.92873
N -2.20313 1.03760 2.20571
N -1.49652 -0.35768 0.49068
C -0.91138 -1.04738 -0.40431
O -0.60441 -2.22545 -0.46856
C -0.46494 0.11402 -1.47012
N 1.07834 -0.22282 -1.73993
S 2.16564 0.14368 -0.76004
O 3.21993 0.12668 -1.58853
O 1.76878 1.61924 -0.22475
C 1.92769 -0.95544 0.55342
C 2.63298 -2.04645 0.35680
C 2.29282 -2.93333 1.32289
C 1.72087 -2.61470 2.52834
C 1.10064 -1.42015 2.88356
C 1.44087 -0.40570 1.73756
H 0.93668 0.44043 1.76851
H 0.85092 -1.07003 3.65324
H 1.61815 -3.38525 3.48250
H 2.91969 -3.94225 1.35246
H 2.99368 -2.61198 -0.32422
C 1.13752 -1.28474 -2.64707
C 0.20828 -1.19992 -4.09653
C -1.13943 -1.21485 -3.34126
C -1.25688 0.15258 -2.73409
H -1.13440 1.06037 -3.28097
H -2.38288 0.10471 -2.20584
H -1.47938 -2.15797 -2.94342
H -1.81552 -1.10988 -4.31991
H 0.40567 -2.13986 -4.66970
H 0.55044 -0.37133 -4.60921
H 2.32546 -1.27031 -2.78578
H 0.88011 -2.36768 -2.13095
H -0.21531 1.29097 -0.98419
H -1.70683 -1.20073 1.39114
H -2.96274 4.00617 1.34720
H -2.06890 2.85257 4.48315
H -3.45224 2.15405 4.35101
H -3.28859 3.71557 3.82717
*
```

The calculation puts the HOMO-LUMO gap at 8.926 eV. The SMILES is Cc1csc(NC(=O)[C@@H]2CCCCN2S(=O)(=O)c2ccccc2)n1. The energy relative to the best compared isomer or geometry (same formula, charge and spin) comes out at 15.661 eV.

=====

# 5
The following is a DFT calculation (the ωB97M-V functional and the def2-TZVPD basis) of 14 unconnected molecules or ions with the total composition C51H74O33 in a non-equilibrium geometry.

The geometry in ORCA input format:
```
! RIJCOSX wB97M-V def2-TZVPD def2/J DEFGRID3
* xyz 0 1
O 10.61797 16.50574 15.39607
C 10.53102 15.90490 16.42182
O 11.00939 14.67724 16.58803
C 10.67152 14.22452 17.91198
C 9.53595 14.99882 18.37787
C 9.76247 16.28762 17.67154
H 11.63890 14.41870 18.42996
H 10.55745 13.13512 17.92999
H 9.72359 14.96535 19.48363
H 8.57602 14.53773 18.17488
H 10.30592 17.04055 18.27486
H 8.84707 16.81817 17.38612
O 6.65315 14.34895 12.70891
C 7.67835 13.76259 12.73405
O 8.59551 13.89463 11.74978
C 9.74455 13.09080 12.04138
C 9.74815 12.89581 13.55043
C 8.26667 12.86803 13.80466
H 10.61315 13.60912 11.64092
H 9.65925 12.10147 11.60825
H 10.32433 13.63001 14.14103
H 10.24059 11.92526 13.78898
H 8.01484 13.32540 14.80228
H 7.82027 11.89762 13.67375
O 16.52381 18.17598 10.60600
C 16.36741 18.09223 11.80179
O 16.08308 16.97285 12.46424
C 16.10295 17.14232 13.88034
C 16.10100 18.64802 14.06758
C 16.52710 19.23256 12.74776
H 16.96081 16.56349 14.27667
H 15.16720 16.70485 14.18437
H 16.76168 19.00101 14.86020
H 15.11251 19.00814 14.31315
H 17.57964 19.53444 12.78800
H 15.96126 20.09896 12.42374
O 15.64576 7.12587 13.64334
C 14.50356 7.44660 13.54555
O 13.67894 7.24912 14.62247
C 12.43452 7.93495 14.31998
C 12.68969 8.89160 13.15097
C 13.81287 8.18436 12.40643
H 12.16597 8.39873 15.25239
H 11.72189 7.11810 14.06956
H 12.95816 9.85010 13.61584
H 11.74145 9.02882 12.63929
H 14.49833 8.86897 11.90855
H 13.39376 7.51286 11.63390
O 17.03982 10.11520 17.11330
C 17.34797 10.02520 15.90939
O 16.99099 10.98042 14.98064
C 17.31171 10.49177 13.60266
C 18.38099 9.48098 13.82103
C 18.05799 8.95450 15.19333
H 17.68560 11.33722 13.01707
H 16.43058 10.01258 13.18434
H 19.35670 9.91500 13.86386
H 18.29323 8.71920 13.03468
H 18.94162 8.63101 15.81931
H 17.40983 8.09437 15.17038
O 11.15077 8.18619 10.29511
C 11.28970 9.21784 9.72213
O 10.24603 10.05816 9.49606
C 10.67604 11.23125 8.76128
C 11.91724 10.68644 8.03069
C 12.51697 9.80723 9.10821
H 10.99843 11.99924 9.45565
H 9.90105 11.59486 8.14342
H 12.43082 11.55679 7.69292
H 11.53863 10.00946 7.24678
H 12.87947 10.50084 9.84372
H 13.27502 9.08202 8.85180
O 8.61955 8.95876 15.89629
C 8.72648 8.64178 14.71219
O 8.57379 9.51381 13.70926
C 8.55813 8.87066 12.36106
C 9.12844 7.47158 12.65843
C 8.81955 7.24687 14.15120
H 9.26897 9.37699 11.70647
H 7.53318 8.81659 12.10454
H 10.17392 7.33071 12.41135
H 8.66865 6.70428 12.05347
H 9.53532 6.67333 14.77318
H 7.78825 6.85861 14.33665
O 13.34580 17.53320 12.85827
C 12.19266 17.56706 12.50862
O 11.62005 16.43342 11.91871
C 10.40936 16.80923 11.27284
C 10.00928 18.09877 11.85690
C 11.26708 18.72313 12.51027
H 9.67427 16.03269 11.52169
H 10.65716 16.80116 10.24087
H 9.31894 17.96218 12.64655
H 9.54921 18.74973 11.14708
H 11.09518 19.02684 13.53507
H 11.72186 19.56892 11.98728
O 12.70751 12.35012 11.35722
C 13.25664 12.79184 12.30799
O 12.78373 13.91831 12.94482
C 13.53158 13.97020 14.26244
C 14.88992 13.41846 13.92479
C 14.51624 12.25678 12.97848
H 13.02322 13.33723 15.03691
H 13.27480 14.97150 14.56547
H 15.29387 12.96963 14.87964
H 15.61098 14.10084 13.46044
H 14.21252 11.38743 13.62858
H 15.29188 11.90184 12.33586
C 17.83763 15.72374 8.55800
C 19.34959 15.65589 8.76432
O 19.54427 14.63984 9.80832
C 18.34108 14.07566 10.10141
O 18.16797 13.16412 10.83973
O 17.29104 14.69601 9.41183
H 17.64892 15.41181 7.50496
H 17.41182 16.68398 8.89612
H 19.96940 16.45572 9.10279
H 19.81126 15.20379 7.88504
C 12.76850 14.91354 9.42043
C 13.83527 15.97069 9.66834
O 14.72824 15.85380 8.53451
C 14.45332 14.69466 7.92104
O 15.12755 14.26887 7.05691
O 13.43379 14.03447 8.50088
H 11.91635 15.38435 8.91058
H 12.41652 14.33306 10.27297
H 14.47841 15.87266 10.54434
H 13.45702 16.99885 9.54096
C 15.34408 11.14934 7.61447
C 16.87765 11.36863 7.50507
O 17.38264 11.09302 8.83453
C 16.36622 10.59106 9.58705
O 16.53544 10.13838 10.69963
O 15.20924 10.72929 8.97440
H 14.88370 10.37759 7.03147
H 14.88944 12.11780 7.52743
H 17.11378 12.42218 7.30239
H 17.41172 10.71541 6.79043
C 14.87667 11.63817 17.51072
C 14.65619 10.39962 18.40772
O 13.49604 10.79512 19.20267
C 13.22088 12.09854 19.01405
O 12.29897 12.64596 19.60792
O 13.99613 12.67151 18.13678
H 14.61576 11.47599 16.48060
H 15.89614 12.04230 17.54578
H 15.48552 10.15463 19.09092
H 14.31871 9.51299 17.85652
C 10.85564 8.91438 18.33711
C 10.22122 10.28735 18.48528
O 10.58292 10.93892 17.24138
C 11.57793 10.23530 16.71801
O 12.30287 10.57620 15.83517
O 11.82588 9.07557 17.30922
H 10.18514 8.16956 17.89300
H 11.37576 8.51080 19.24673
H 10.67887 10.84033 19.35511
H 9.15667 10.31292 18.49756
*
```

The calculation puts the HOMO-LUMO gap at 10.407 eV.

=====

# 6
The following is a DFT calculation (the ωB97M-V functional and the def2-TZVPD basis) of 2 unconnected molecules or ions with the total composition C25H22N3O10S2 in a non-equilibrium geometry.

The geometry in ORCA input format:
```
! RIJCOSX wB97M-V def2-TZVPD def2/J DEFGRID3
* xyz -1 1
C -5.98003 -2.23772 -4.11860
C -4.97278 -1.79517 -3.10021
C -5.08391 -2.24923 -1.78303
C -4.26035 -1.73819 -0.78858
C -3.26507 -0.81724 -1.13472
S -2.17264 -0.21468 0.12642
O -1.96301 1.20170 0.02053
O -2.40690 -0.86680 1.38519
N -0.65797 -0.82101 -0.46993
C -0.39730 -2.15867 -0.84433
C -1.21568 -3.28794 -0.81007
C -0.74323 -4.41109 -1.52472
N -1.65414 -5.49747 -1.72458
O -1.28180 -6.50696 -2.36046
O -2.81844 -5.40709 -1.26686
C 0.52904 -4.42109 -2.17949
C 1.38270 -3.32177 -2.04540
C 0.91801 -2.16366 -1.40334
C 1.42043 -0.79124 -1.28071
N 2.58624 -0.23909 -1.82867
O 3.50519 -0.97454 -2.26178
O 2.64525 1.02171 -1.88810
C 0.43232 -0.02087 -0.69055
C -3.12809 -0.36959 -2.45445
C -3.95910 -0.88857 -3.43664
H -5.73715 -1.82011 -5.09817
H -6.02472 -3.32914 -4.20346
H -6.98426 -1.89377 -3.83876
H -5.83109 -3.00805 -1.53067
H -4.35037 -2.06733 0.24788
H -2.17005 -3.31198 -0.28083
H 0.79967 -5.28103 -2.80354
H 2.38548 -3.35266 -2.46293
H 0.42955 1.05009 -0.64610
H -2.37860 0.38073 -2.71311
H -3.84982 -0.58107 -4.48197
C 2.88422 5.57002 -0.59914
C 3.34920 4.13232 -0.58855
O 2.39864 3.26182 0.04670
C 2.97053 2.12255 0.55309
C 1.92882 1.35360 1.20202
S 2.29633 0.44068 2.57857
C 2.26393 1.58604 3.97408
C 3.42728 2.19223 4.46013
C 3.38506 2.84521 5.69780
C 2.18836 2.90633 6.42630
C 1.00545 2.43313 5.84783
C 1.03658 1.80091 4.60363
O 1.19408 -0.44377 2.88078
O 3.65620 -0.02735 2.56432
O 4.15418 1.83326 0.48294
H 3.63466 6.12827 -1.16511
H 1.90709 5.74734 -1.05065
H 2.85940 5.97423 0.41619
H 3.53560 3.76750 -1.60539
H 4.28428 4.09811 -0.01962
H 0.90880 1.69130 1.09882
H 4.34769 2.15790 3.87710
H 4.30084 3.29304 6.08517
H 2.17148 3.32842 7.43516
H 0.04394 2.53406 6.34995
H 0.11999 1.46345 4.12261
*
```

The calculation puts the HOMO-LUMO gap at 5.223 eV.

=====

| no. | total energy (Eh) |
| --- | --- |
| 1 | -1827.25596 |
| 2 | -2865.67089 |
| 3 | -3064.20172 |
| 4 | -1806.92601 |
| 5 | -4470.81370 |
| 6 | -2678.73743 |